Entry from OMol25: a cluster of 3 separate species, C3H13NO2 in total (the ωB97M-V functional and the def2-TZVPD basis).

The geometry in ORCA input format:
```
! wB97M-V def2-TZVPD RIJCOSX def2/J DEFGRID3
* xyz 0 1
C 1.036 2.730 0.175
C 0.913 1.243 0.509
C 1.786 0.378 -0.396
N 1.700 -1.061 -0.138
H 0.618 3.048 -0.774
H 2.079 3.028 0.253
H 0.551 3.335 0.923
H 1.220 1.133 1.547
H -0.114 0.883 0.402
H 2.820 0.698 -0.338
H 1.453 0.517 -1.435
H 0.758 -1.395 -0.261
H 2.321 -1.410 0.563
O -3.908 -2.049 0.455
H -4.486 -2.540 -0.139
H -4.509 -1.648 1.093
O -1.021 -2.352 -0.738
H -1.507 -2.514 -1.556
H -1.710 -2.025 -0.145
*
```

Energy above the lowest of the compared OMol25 structures with the same formula, charge and spin (kcal per mole): 14.59
SMILES: CCCN.O.O
HOMO energy (Eh): -0.2980
Molar mass (g mol⁻¹): 95.14
Orbital gap (eV): 8.5464
E (eV): -8906.79296